1.
{
  "formula": "C48H44AsBrN2O2PRuS",
  "method": "ωB97M-V with the def2-TZVPD basis set",
  "species": ["Ru", "S", "C", "C", "C", "C", "C", "C", "C", "C", "C", "N", "H", "H", "H", "H", "H", "H", "N", "C", "C", "C", "C", "C", "C", "P", "C", "C", "C", "C", "C", "C", "C", "C", "C", "C", "C", "C", "H", "H", "H", "H", "H", "H", "H", "H", "H", "H", "H", "H", "H", "H", "H", "H", "C", "C", "C", "O", "H", "H", "H", "H", "H", "H", "H", "Br", "O", "As", "C", "C", "C", "C", "C", "C", "C", "C", "C", "C", "C", "C", "C", "C", "C", "C", "C", "C", "H", "H", "H", "H", "H", "H", "H", "H", "H", "H", "H", "H", "H", "H", "H"],
  "positions_angstrom": [[2.0159, -0.6005, -0.4402], [5.9744, 1.4415, -0.1221], [6.2792, -0.2380, 0.0375], [5.1466, -0.9862, -0.0786], [3.9752, -0.1995, -0.2969], [4.2947, 1.1351, -0.3441], [3.2632, 2.1033, -0.6383], [3.4180, 3.4851, -0.7097], [2.3259, 4.2615, -1.0448], [1.1103, 3.6497, -1.3189], [1.0251, 2.2723, -1.2192], [2.0666, 1.5232, -0.8650], [7.2873, -0.5843, 0.2038], [5.1536, -2.0668, -0.0211], [4.3833, 3.9281, -0.5040], [2.4212, 5.3391, -1.0978], [0.2364, 4.2263, -1.5902], [0.0939, 1.7496, -1.3827], [-0.3063, -1.1826, -0.3648], [-0.5446, -2.4776, -0.8553], [-1.7051, -2.7886, -1.5531], [-1.8897, -4.0646, -2.0638], [-0.9286, -5.0473, -1.8745], [0.2366, -4.7373, -1.1877], [0.4384, -3.4578, -0.6905], [1.9727, -2.8576, 0.0570], [3.2650, -4.0116, -0.5150], [3.8361, -4.9647, 0.3257], [4.8223, -5.8194, -0.1513], [5.2383, -5.7321, -1.4710], [4.6683, -4.7865, -2.3137], [3.6896, -3.9272, -1.8413], [1.8386, -3.2003, 1.8336], [2.8172, -2.6666, 2.6720], [2.7467, -2.8662, 4.0390], [1.6858, -3.5827, 4.5840], [0.7023, -4.1005, 3.7570], [0.7793, -3.9114, 2.3811], [-0.1447, -1.0940, 0.6380], [-0.9472, -0.4536, -0.6734], [-2.4600, -2.0235, -1.6945], [-2.7939, -4.2932, -2.6141], [-1.0752, -6.0409, -2.2764], [1.0126, -5.4847, -1.0680], [3.5150, -5.0428, 1.3560], [5.2621, -6.5536, 0.5117], [6.0073, -6.3975, -1.8426], [4.9924, -4.7109, -3.3438], [3.2579, -3.1779, -2.4955], [3.6199, -2.0725, 2.2483], [3.5092, -2.4491, 4.6845], [1.6261, -3.7296, 5.6551], [-0.1270, -4.6543, 4.1785], [0.0112, -4.3198, 1.7349], [2.8006, 0.9984, 2.9837], [1.5326, 0.9332, 2.1393], [0.2777, 0.9922, 3.0030], [1.4958, -0.2765, 1.4208], [2.9338, 1.9901, 3.4239], [3.6713, 0.7703, 2.3682], [2.7463, 0.2640, 3.7921], [1.5134, 1.7978, 1.4648], [0.2186, 0.0890, 3.6156], [-0.6096, 1.0468, 2.3663], [0.2909, 1.8633, 3.6635], [1.8681, -0.9466, -2.9241], [-1.8487, 1.1854, -0.4742], [-3.1483, 2.1790, -0.6484], [-2.6605, 4.0225, -0.4403], [-2.1986, 4.4333, 0.8072], [-1.7232, 5.7242, 0.9721], [-1.7113, 6.6024, -0.1050], [-2.1730, 6.1927, -1.3472], [-2.6452, 4.8980, -1.5192], [-4.4331, 1.7760, 0.7161], [-4.1849, 0.6523, 1.4948], [-5.0774, 0.3084, 2.5008], [-6.2067, 1.0835, 2.7211], [-6.4474, 2.2108, 1.9449], [-5.5577, 2.5618, 0.9415], [-3.9259, 1.9832, -2.3891], [-5.0648, 2.6763, -2.7873], [-5.5704, 2.4853, -4.0635], [-4.9380, 1.6079, -4.9362], [-3.8000, 0.9214, -4.5382], [-3.2902, 1.1070, -3.2602], [-2.1945, 3.7414, 1.6422], [-1.3560, 6.0442, 1.9383], [-1.3390, 7.6102, 0.0261], [-2.1594, 6.8772, -2.1853], [-2.9908, 4.5719, -2.4929], [-3.2912, 0.0682, 1.3098], [-4.8882, -0.5629, 3.1141], [-6.9011, 0.8137, 3.5062], [-7.3244, 2.8182, 2.1265], [-5.7349, 3.4543, 0.3520], [-5.5598, 3.3637, -2.1111], [-6.4567, 3.0203, -4.3785], [-5.3348, 1.4622, -5.9325], [-3.3047, 0.2419, -5.2191], [-2.3983, 0.5828, -2.9360]],
  "mulliken_spin": [0.9262, 0.0162, -0.0272, 0.0290, -0.1699, 0.0910, -0.0092, 0.0165, -0.0082, 0.0121, -0.0090, 0.0021, -0.0010, 0.0051, 0.0021, -0.0005, 0.0020, 0.0028, -0.0102, -0.0085, -0.0016, 0.0003, 0.0003, 0.0012, 0.0110, -0.0471, -0.0014, 0.0016, 0.0002, -0.0003, -0.0015, -0.0062, 0.0219, -0.0188, 0.0014, -0.0016, 0.0012, 0.0008, 0.0084, 0.0007, -0.0001, 0.0000, -0.0001, -0.0004, -0.0001, -0.0001, 0.0000, 0.0001, -0.0013, -0.0014, 0.0002, -0.0001, 0.0000, 0.0001, 0.0234, -0.0189, 0.0040, 0.1542, 0.0008, 0.0003, -0.0035, -0.0084, -0.0002, -0.0050, -0.0004, 0.0304, -0.0047, -0.0007, 0.0005, 0.0005, -0.0001, -0.0003, 0.0001, -0.0001, 0.0002, -0.0003, -0.0001, 0.0001, -0.0001, -0.0004, 0.0003, -0.0001, -0.0001, 0.0000, 0.0000, -0.0023, -0.0002, 0.0000, 0.0000, 0.0000, 0.0001, 0.0003, 0.0000, 0.0000, 0.0000, -0.0001, 0.0000, 0.0000, 0.0000, 0.0000, 0.0026],
  "s2": 0.7593,
  "homo_lumo_gap_ha": [0.2769, 0.2752],
  "multiplicity": 2,
  "e_homo_ev": [-7.14, -7.32],
  "molar_mass_g_mol": 999.83
}

=====

2.
{
  "formula": "C48H45BBrI2N9O3PV",
  "method": "ωB97M-V with the def2-TZVPD basis set",
  "species": ["V", "C", "C", "C", "C", "C", "N", "N", "B", "N", "N", "C", "C", "C", "C", "C", "N", "N", "C", "C", "C", "C", "C", "H", "H", "H", "H", "H", "H", "H", "H", "H", "H", "H", "H", "H", "H", "H", "H", "H", "H", "H", "H", "H", "H", "N", "P", "C", "C", "C", "C", "C", "C", "C", "C", "C", "C", "C", "C", "C", "C", "C", "C", "C", "N", "H", "H", "H", "H", "H", "H", "H", "H", "H", "H", "H", "H", "H", "H", "H", "I", "C", "C", "C", "I", "C", "C", "C", "C", "N", "C", "C", "O", "H", "H", "H", "H", "Br", "C", "C", "C", "C", "C", "C", "C", "O", "O", "H", "H", "H", "H"],
  "positions_angstrom": [[-0.4894, 0.2556, -0.6879], [-2.5178, 0.3589, 2.4009], [-1.9571, -0.9149, 1.8621], [-2.2482, -2.1913, 2.3510], [-1.5492, -3.0670, 1.5445], [-1.4812, -4.5571, 1.6081], [-0.8733, -2.3364, 0.6479], [-1.1171, -1.0108, 0.8277], [-0.0919, -2.8109, -0.5966], [1.2864, -2.1193, -0.5996], [1.3534, -0.7659, -0.6035], [2.6418, -0.4473, -0.7055], [3.1351, 0.9583, -0.8080], [3.4186, -1.6181, -0.7691], [2.5169, -2.6600, -0.6953], [2.7624, -4.1327, -0.7050], [-0.8361, -2.3635, -1.8657], [-0.9792, -1.0387, -2.1047], [-1.6361, -0.9223, -3.2564], [-2.0005, 0.3853, -3.8753], [-1.9208, -2.1991, -3.7641], [-1.4089, -3.0886, -2.8429], [-1.4626, -4.5806, -2.8353], [-3.4750, 0.1498, 2.8796], [-1.8522, 0.8012, 3.1466], [-2.6727, 1.0850, 1.6079], [-2.9076, -2.4378, 3.1673], [-2.0326, -4.9050, 2.4803], [-1.9157, -5.0109, 0.7160], [-0.4484, -4.8971, 1.6863], [0.0312, -4.0018, -0.5796], [2.3100, 1.6607, -0.7040], [3.8785, 1.1631, -0.0342], [3.6108, 1.1189, -1.7791], [4.4907, -1.6859, -0.8650], [3.8330, -4.3234, -0.7677], [2.3742, -4.6074, 0.1981], [2.2749, -4.6074, -1.5589], [-2.1285, 1.1472, -3.1089], [-1.2259, 0.7203, -4.5703], [-2.9317, 0.2810, -4.4338], [-2.4452, -2.4327, -4.6767], [-1.9123, -4.9310, -3.7631], [-0.4675, -5.0191, -2.7415], [-2.0645, -4.9463, -2.0009], [0.7712, 1.8466, 3.1443], [1.8027, 0.6591, 2.4311], [3.3233, 1.1409, 3.3779], [3.8785, 0.4542, 4.4535], [4.9963, 0.9554, 5.1107], [5.5768, 2.1459, 4.7017], [5.0432, 2.8333, 3.6180], [3.9302, 2.3313, 2.9638], [1.3774, -0.8529, 3.3709], [2.0905, -2.0070, 3.0444], [1.8296, -3.2024, 3.6939], [0.8414, -3.2620, 4.6694], [0.1130, -2.1246, 4.9802], [0.3785, -0.9246, 4.3328], [-0.0175, 2.7147, 2.3913], [-0.4081, 3.9175, 2.9930], [-1.2674, 4.7599, 2.3214], [-1.7201, 4.3903, 1.0677], [-1.2627, 3.1983, 0.5365], [-0.4249, 2.3637, 1.1642], [1.0807, 2.2474, 4.0175], [3.4362, -0.4755, 4.7887], [5.4155, 0.4128, 5.9493], [6.4367, 2.5419, 5.2273], [5.5028, 3.7529, 3.2779], [3.5116, 2.8693, 2.1184], [2.8534, -1.9615, 2.2737], [2.3896, -4.0923, 3.4325], [0.6323, -4.1956, 5.1768], [-0.6744, -2.1742, 5.7223], [-0.1956, -0.0378, 4.5719], [-0.0390, 4.1702, 3.9797], [-1.5782, 5.6942, 2.7728], [-2.4033, 5.0069, 0.5005], [-1.5960, 2.8725, -0.4364], [-0.4309, 4.7427, -2.3765], [0.8133, 3.3781, -3.3687], [1.5815, 3.8712, -4.4285], [2.3961, 3.0331, -5.1331], [3.5126, 3.8622, -6.7218], [2.4392, 1.6535, -4.8357], [3.2354, 0.7149, -5.5282], [3.1550, -0.6112, -5.2141], [2.2597, -1.0086, -4.2076], [1.5413, -0.1636, -3.5177], [1.6194, 1.1546, -3.7799], [0.8123, 2.0466, -2.9467], [0.1435, 1.6654, -1.9164], [1.5262, 4.9217, -4.6759], [3.8947, 1.0602, -6.3137], [3.7571, -1.3462, -5.7327], [2.1319, -2.0595, -3.9621], [-6.2749, 4.5925, -2.4763], [-6.1549, 2.9504, -1.5116], [-7.2916, 2.4674, -0.8876], [-7.2056, 1.2692, -0.1886], [-6.0094, 0.5706, -0.1435], [-4.8765, 1.0729, -0.7742], [-4.9450, 2.2822, -1.4546], [-3.5897, 0.2555, -0.7616], [-3.7066, -0.9664, -0.7461], [-2.5309, 0.9661, -0.7602], [-8.2214, 3.0157, -0.9497], [-8.0854, 0.8789, 0.3083], [-5.9301, -0.3798, 0.3674], [-4.0594, 2.6861, -1.9277]],
  "mulliken_spin": [0.8949, 0.0163, 0.0141, 0.0035, -0.0016, 0.0012, -0.0170, -0.0060, 0.0000, 0.0126, -0.0577, 0.0086, 0.0042, 0.0014, 0.0070, -0.0006, 0.0375, -0.0679, 0.0469, 0.0001, 0.0031, 0.0183, -0.0020, 0.0004, 0.0014, -0.0041, -0.0001, -0.0001, 0.0000, 0.0000, -0.0001, 0.0000, 0.0011, 0.0000, -0.0002, 0.0000, 0.0004, 0.0001, 0.0010, 0.0020, 0.0010, 0.0006, -0.0001, 0.0006, 0.0009, 0.0018, 0.0125, -0.0008, -0.0001, 0.0001, -0.0003, 0.0002, 0.0001, -0.0015, 0.0012, -0.0002, 0.0000, -0.0001, 0.0007, 0.0039, -0.0006, 0.0007, -0.0012, -0.0028, 0.0159, -0.0003, -0.0002, 0.0000, 0.0000, 0.0000, 0.0001, -0.0005, 0.0000, 0.0000, 0.0000, 0.0001, -0.0001, 0.0001, 0.0001, -0.0037, 0.0009, 0.0025, -0.0006, 0.0002, 0.0000, -0.0035, -0.0001, -0.0002, -0.0008, 0.0097, 0.0126, -0.0106, 0.0418, -0.0001, 0.0001, 0.0000, 0.0001, 0.0000, -0.0001, 0.0001, 0.0001, 0.0003, -0.0021, 0.0003, 0.0145, 0.0034, -0.0157, 0.0000, 0.0000, -0.0001, 0.0005],
  "s2": 0.7564,
  "homo_lumo_gap_ha": [0.1802, 0.1600],
  "multiplicity": 2,
  "e_homo_ev": [-2.82, -2.27],
  "molar_mass_g_mol": 1222.39,
  "total_charge": -1
}